Version one
This record from OMol25 describes a 2-piece molecular cluster, CH3NO2S overall. The level of theory is ωB97M-V/def2-TZVPD.

```
! RIJCOSX wB97M-V def2-TZVPD def2/J DEFGRID3
* xyz 0 1
O -1.56 1.85 -0.40
N 0.66 -0.14 -1.15
O -1.60 -0.35 0.63
C 1.06 -0.42 0.10
H 1.28 0.51 0.59
H 0.04 -0.74 0.64
H 1.86 -1.11 0.16
S -1.74 0.40 -0.58
*
```

---

Version two
This record from OMol25 describes a 2-piece molecular cluster, CH3NO2S overall. The level of theory is ωB97M-V/def2-TZVPD.

```
! RIJCOSX wB97M-V def2-TZVPD def2/J DEFGRID3
* xyz 0 1
N 0.61 1.63 1.12
H 1.11 -1.03 0.04
O -1.80 -1.36 0.33
O 0.00 0.75 0.56
S -2.81 -0.29 -0.05
H 0.33 -0.08 -1.26
H 1.72 0.50 -0.45
C 0.84 -0.10 -0.30
*
```

---

Version three
This record from OMol25 describes a 2-piece molecular cluster, CH3NO2S overall. The level of theory is ωB97M-V/def2-TZVPD.

```
! RIJCOSX wB97M-V def2-TZVPD def2/J DEFGRID3
* xyz 0 1
H 0.62 -0.14 0.88
O 2.17 0.77 -1.50
C -0.40 -0.62 1.02
N -0.80 -1.13 -0.06
H -1.81 -1.23 -0.35
H -0.95 -0.66 2.01
S 0.76 0.99 -1.49
O 0.40 2.02 -0.51
*
```

---

Version four
This record from OMol25 describes CH3NO2S in the gas phase. The level of theory is ωB97M-V/def2-TZVPD.

```
! RIJCOSX wB97M-V def2-TZVPD def2/J DEFGRID3
* xyz 0 1
S -0.63 -0.87 -2.10
O -0.35 -2.20 -2.63
H 1.14 0.28 -1.62
H 0.40 0.34 1.37
N 0.41 0.17 0.32
C -0.64 -0.39 -0.05
O 0.67 0.07 -2.42
H -1.75 -0.66 0.20
*
```

---

What should be chosen as the most stable of them? Choose version three.

---

Version one
This record from OMol25 describes a 2-piece molecular cluster, CH3NO2S overall. The level of theory is ωB97M-V/def2-TZVPD.

```
! RIJCOSX wB97M-V def2-TZVPD def2/J DEFGRID3
* xyz 0 1
H -1.13 -1.50 0.65
N -0.44 -0.04 -1.04
O 1.62 1.23 0.00
C -0.75 -0.11 0.42
O 1.70 -1.11 0.36
H -1.49 0.55 0.81
S 0.94 0.03 -0.01
H -0.45 0.95 -1.20
*
```

---

Version two
This record from OMol25 describes CH3NO2S in the gas phase. The level of theory is ωB97M-V/def2-TZVPD.

```
! RIJCOSX wB97M-V def2-TZVPD def2/J DEFGRID3
* xyz 0 1
O 2.78 0.07 -0.05
H -1.48 -0.19 0.98
H -1.25 -0.55 -0.99
S 0.40 1.06 0.02
O 0.93 -1.45 0.28
H -1.78 0.95 -0.32
N 1.58 -0.05 0.11
C -1.18 0.16 -0.03
*
```

Values from the calculation:
- SMILES = CS[N+](=O)[O-]

---

Version three
This record from OMol25 describes a 2-piece molecular cluster, CH3NO2S overall. The level of theory is ωB97M-V/def2-TZVPD.

```
! RIJCOSX wB97M-V def2-TZVPD def2/J DEFGRID3
* xyz 0 1
N -0.50 -0.87 -0.56
H 0.73 1.97 0.75
H -0.16 -2.94 -1.28
O -1.59 1.18 0.47
C 0.06 -1.89 -0.98
S -0.92 0.63 -0.78
O 1.30 1.41 1.28
H 1.08 0.50 1.11
*
```

---

What should be chosen as the most stable of them? Choose version three.

---

Version one
This record from OMol25 describes an isolated ion of composition CH2NO3S and charge -1. The level of theory is ωB97M-V/def2-TZVPD.

```
! RIJCOSX wB97M-V def2-TZVPD def2/J DEFGRID3
* xyz -1 1
H 0.42 1.55 -0.61
H -1.07 -0.75 1.23
S -1.93 -0.48 0.24
O 1.45 0.67 0.40
O -0.35 1.19 -1.07
N -0.41 -0.16 -0.69
O 1.06 -1.62 0.36
C 0.82 -0.41 0.15
*
```

Values from the calculation:
- SMILES = O=C([O-])N(O)S

---

Version two
This record from OMol25 describes a 2-piece molecular cluster, CH2NO3S overall. The level of theory is ωB97M-V/def2-TZVPD.

```
! RIJCOSX wB97M-V def2-TZVPD def2/J DEFGRID3
* xyz -1 1
S -0.54 -0.12 1.38
N 0.63 0.46 0.48
C 1.32 -0.04 -0.53
O 2.33 -0.78 -0.48
O -0.98 0.93 2.30
H -1.39 -0.37 -1.05
O -2.31 -0.38 -0.65
H 0.93 0.30 -1.44
*
```

---

Version three
This record from OMol25 describes a 2-piece molecular cluster, CH2NO3S overall. The level of theory is ωB97M-V/def2-TZVPD.

```
! RIJCOSX wB97M-V def2-TZVPD def2/J DEFGRID3
* xyz -1 1
S 1.19 -0.50 -0.37
O 1.00 -1.53 0.67
H -2.47 0.96 0.62
O 1.83 -0.84 -1.62
C -1.52 0.54 0.32
N -1.07 0.66 -0.81
O 1.88 0.68 0.12
H -0.83 0.03 1.07
*
```

---

What should be chosen as the most stable of them? Choose version one.

---

Version one
This record from OMol25 describes a 2-piece molecular cluster, CH2NO3S overall. The level of theory is ωB97M-V/def2-TZVPD.

```
! RIJCOSX wB97M-V def2-TZVPD def2/J DEFGRID3
* xyz -1 1
C -0.62 -1.11 -0.99
N -0.15 0.05 1.14
H 1.96 0.19 -0.14
O -1.15 -0.25 -1.56
S 1.41 0.12 1.22
O -0.81 1.37 0.99
O -0.24 -2.21 -0.83
H -0.38 1.85 0.16
*
```

---

Version two
This record from OMol25 describes an isolated ion of composition CH2NO3S and charge -1. The level of theory is ωB97M-V/def2-TZVPD.

```
! RIJCOSX wB97M-V def2-TZVPD def2/J DEFGRID3
* xyz -1 1
C -0.66 -0.05 0.12
N 0.66 0.12 -0.09
H 0.56 -1.28 0.99
O -1.43 0.92 -0.50
O -1.02 -0.96 0.88
O 1.37 -0.98 0.58
H -0.91 1.50 -1.12
S 1.34 1.41 -0.98
*
```

Values from the calculation:
- SMILES = O=C(O)N(O)[S-]

---

What should be chosen as the most stable of them? Choose version two.